[1]
Density functional theory data (ωB97M-V/def2-TZVPD) for a molecular structure, C15H26FO4P2Y in a non-equilibrium geometry.

HOMO level, eV: -11.798
Gap between HOMO and LUMO, eV: 2.733
Total energy, eV: -46480.63745
Max |F|, eV/A: 4.10
Net charge: +2

Each line ends with the natural charge from an NBO analysis.
Geometry (Å):
C  4.513  0.771  1.984  -0.273
C  4.125  0.823  0.725  -0.024
P  2.159  0.198  0.260  0.569
C  2.912  -0.702  -1.286  -0.582
C  4.207  -1.451  -1.175  0.175
C  4.422  -2.334  0.030  -0.644
F  5.272  -0.595  -1.328  -0.355
C  0.376  -0.232  -0.240  -0.693
C  -0.677  0.597  0.499  0.104
C  -0.959  0.068  1.914  -0.654
O  -1.880  0.757  -0.238  -0.522
C  -2.509  -0.424  -0.665  -0.123
C  -4.002  -0.327  -0.474  0.105
C  -4.781  -1.330  -0.992  -0.206
C  -6.155  -1.311  -0.845  -0.141
C  -6.749  -0.267  -0.157  -0.446
C  -5.962  0.755  0.360  -0.295
C  -4.588  0.725  0.207  -0.191
P  2.157  2.229  -0.848  2.054
O  1.079  2.264  -1.838  -1.063
O  1.935  3.290  0.301  -0.987
O  3.579  2.558  -1.497  -0.997
H  4.614  1.656  2.608  0.315
H  4.654  -0.220  2.415  0.292
H  4.802  1.151  -0.066  0.327
H  1.684  0.945  1.397  -0.008
H  2.251  -0.963  1.103  -0.103
H  2.150  -1.395  -1.607  0.272
H  2.999  0.034  -2.074  0.241
H  4.232  -2.112  -2.042  0.209
H  3.502  -2.763  0.393  0.233
H  5.087  -3.138  -0.253  0.257
H  4.938  -1.767  0.799  0.203
H  0.197  -0.162  -1.307  0.262
H  0.240  -1.276  0.030  0.227
H  -0.294  1.604  0.609  0.197
H  -0.948  0.898  2.609  0.230
H  -0.222  -0.648  2.257  0.210
H  -1.954  -0.349  1.981  0.222
H  -2.345  -0.533  -1.733  0.208
H  -2.170  -1.309  -0.135  0.196
H  -4.321  -2.139  -1.532  0.236
H  -6.732  -2.118  -1.258  0.250
H  -7.862  -0.293  -0.082  0.214
H  -6.382  1.602  0.905  0.246
H  -3.967  1.511  0.590  0.256
H  1.313  3.944  -0.058  0.532
H  3.691  2.166  -2.372  0.528
Y  -7.632  -0.387  2.127  0.938

---

[2]
Density functional theory data (ωB97M-V/def2-TZVPD) for a molecular structure, C15H26GeNO5PPdSe.

HOMO level, eV: -7.500
Gap between HOMO and LUMO, eV: 7.433
Total energy, eV: -162337.92361
Max |F|, eV/A: 0.91
Net charge: 0

Each line ends with the natural charge from an NBO analysis.
Geometry (Å):
Pd  0.032  -0.359  0.443  1.018
O  -1.506  -2.812  3.208  -0.605
C  -1.174  -2.126  2.269  0.743
O  -0.137  -1.334  2.211  -0.740
C  -2.018  -2.130  1.002  0.097
C  -3.181  -2.834  0.759  -0.193
C  -3.774  -2.711  -0.495  -0.162
C  -3.202  -1.910  -1.479  -0.195
C  -2.036  -1.232  -1.175  0.098
N  -1.516  -1.370  0.037  -0.377
C  -1.220  -0.314  -2.075  0.740
O  -1.597  -0.108  -3.207  -0.611
O  -0.142  0.151  -1.512  -0.719
H  -3.594  -3.458  1.539  0.251
H  -4.687  -3.251  -0.709  0.227
H  -3.634  -1.801  -2.464  0.252
C  4.681  -0.212  0.530  -1.007
P  3.060  -0.774  1.052  1.962
C  2.773  -2.364  0.271  -1.024
C  3.129  -1.084  2.815  -1.027
O  2.032  0.269  0.692  -1.104
H  5.441  -0.959  0.764  0.244
H  4.918  0.719  1.041  0.256
H  4.662  -0.033  -0.545  0.260
H  3.637  -3.017  0.390  0.246
H  2.571  -2.200  -0.789  0.264
H  1.894  -2.817  0.730  0.268
H  3.817  -1.900  3.040  0.243
H  2.118  -1.346  3.135  0.295
H  3.446  -0.181  3.335  0.253
C  -4.631  3.467  1.589  -1.092
Ge  -3.551  3.796  -0.007  1.625
C  -4.691  3.816  -1.597  -1.088
C  -2.620  5.505  0.173  -1.094
C  -2.281  2.306  -0.183  -1.048
Se  -0.917  2.256  1.215  0.281
C  0.375  3.379  0.301  -0.783
H  -5.261  4.329  1.811  0.231
H  -3.984  3.280  2.446  0.238
H  -5.276  2.600  1.442  0.228
H  -5.457  4.588  -1.518  0.230
H  -5.186  2.852  -1.719  0.230
H  -4.096  4.008  -2.490  0.234
H  -3.344  6.311  0.304  0.233
H  -2.022  5.722  -0.712  0.230
H  -1.968  5.485  1.047  0.234
H  -1.765  2.284  -1.144  0.252
H  -2.842  1.371  -0.100  0.230
H  0.015  4.398  0.197  0.216
H  0.585  2.940  -0.673  0.233
H  1.284  3.367  0.899  0.231

---

[3]
Density functional theory data (ωB97M-V/def2-TZVPD) for a molecular structure, C15H26HfNO2P in a non-equilibrium geometry.

HOMO level (alpha / beta), eV: -12.701 / -12.702
Gap between HOMO and LUMO (alpha / beta), eV: 3.658 / 3.659
Total energy, eV: -32139.38703
Max |F|, eV/A: 5.23
Net charge: +2

Each line ends with the natural charge from an NBO analysis.
Geometry (Å):
C  -2.330  0.415  -2.869  -0.129
C  -1.978  -0.817  -2.303  -0.207
C  -1.304  -0.888  -1.062  0.179
C  -0.926  0.320  -0.430  -0.581
C  -1.203  1.545  -1.081  -0.098
C  -1.957  1.604  -2.261  -0.196
C  -1.121  -2.235  -0.420  -0.498
C  0.047  -3.145  -0.910  -0.182
N  1.347  -2.557  -1.036  -0.470
Hf  -0.756  1.151  1.586  2.139
C  -0.688  2.867  -0.540  -0.773
P  0.936  2.636  0.378  0.837
H  -2.265  -1.743  -2.806  0.247
H  -2.212  2.587  -2.661  0.241
H  -2.903  0.449  -3.795  0.254
H  -1.427  3.419  0.074  0.253
H  -0.329  3.551  -1.320  0.311
H  -1.004  -2.121  0.667  0.226
H  -2.033  -2.833  -0.576  0.239
H  0.173  -3.966  -0.182  0.223
C  1.483  4.245  0.978  -0.946
C  2.017  2.176  -1.006  -0.928
H  -0.214  -3.591  -1.886  0.202
C  1.674  -1.748  -2.165  -0.399
C  2.302  -2.657  0.028  -0.392
H  0.822  1.580  2.554  0.071
H  2.091  -2.370  -2.983  0.207
H  0.793  -1.205  -2.539  0.183
H  2.442  -1.012  -1.881  0.185
H  3.101  -3.375  -0.233  0.203
H  2.770  -1.685  0.234  0.166
H  1.802  -3.009  0.937  0.199
H  2.305  3.044  -1.620  0.283
H  2.916  1.713  -0.579  0.277
H  1.543  1.428  -1.656  0.285
H  1.410  5.024  0.208  0.285
H  0.886  4.525  1.857  0.262
H  2.527  4.125  1.302  0.287
H  0.785  0.833  2.584  0.050
C  -1.804  -1.627  4.411  -0.734
C  -1.475  -0.670  3.319  0.840
O  -1.973  0.538  3.277  -0.753
O  -0.635  -0.949  2.379  -0.693
H  -2.876  -1.544  4.636  0.282
H  -1.192  -1.380  5.294  0.290
H  -1.569  -2.652  4.098  0.273

---

[4]
Density functional theory data (ωB97M-V/def2-TZVPD) for C15H26N4O3S in the gas phase in a non-equilibrium geometry.

HOMO level, eV: -8.384
Gap between HOMO and LUMO, eV: 8.921
Total energy, eV: -38914.62609
Structure (SMILES): CCCc1nnc(SCC(=O)N2CCOCC2)n1CCCOC
Max |F|, eV/A: 1.20
Net charge: 0

Each line ends with the natural charge from an NBO analysis.
Geometry (Å):
C  1.780  3.779  -0.466  -0.611
C  2.778  2.744  -0.966  -0.380
H  2.409  2.299  -1.893  0.191
H  3.731  3.231  -1.186  0.203
C  3.017  1.642  0.078  -0.453
C  1.805  0.812  0.277  0.364
N  0.914  1.004  1.205  -0.296
N  -0.070  0.101  1.048  -0.361
C  0.241  -0.635  0.014  0.186
N  1.418  -0.225  -0.535  -0.382
C  2.099  -0.835  -1.645  -0.211
H  2.884  -0.153  -1.981  0.215
C  2.700  -2.197  -1.283  -0.431
C  3.773  -2.105  -0.202  -0.058
O  3.172  -1.700  1.005  -0.552
C  4.069  -1.609  2.078  -0.244
H  3.491  -1.268  2.934  0.204
H  4.522  -2.583  2.301  0.167
H  4.870  -0.888  1.868  0.163
H  4.250  -3.090  -0.073  0.175
H  4.559  -1.389  -0.495  0.156
H  1.905  -2.853  -0.928  0.229
H  3.137  -2.632  -2.182  0.220
H  1.375  -0.970  -2.455  0.219
S  -0.725  -1.922  -0.646  0.258
C  -1.971  -2.085  0.682  -0.614
H  -1.894  -3.107  1.054  0.255
C  -3.382  -1.902  0.148  0.667
O  -4.121  -2.864  0.040  -0.630
N  -3.762  -0.661  -0.218  -0.432
C  -3.055  0.586  -0.027  -0.265
H  -2.082  0.444  0.440  0.254
C  -3.901  1.508  0.863  -0.075
H  -3.435  2.491  0.940  0.199
O  -5.186  1.715  0.327  -0.524
C  -5.870  0.492  0.172  -0.076
H  -6.843  0.736  -0.255  0.196
C  -5.098  -0.456  -0.748  -0.257
H  -5.592  -1.426  -0.811  0.251
H  -5.017  -0.013  -1.746  0.193
H  -6.011  0.013  1.153  0.166
H  -3.980  1.065  1.868  0.163
H  -2.920  1.061  -1.007  0.192
H  -1.693  -1.372  1.456  0.280
H  3.263  2.100  1.036  0.241
H  3.851  1.009  -0.231  0.211
H  1.568  4.512  -1.241  0.209
H  0.850  3.299  -0.172  0.219
H  2.177  4.298  0.403  0.205

---

[5]
Density functional theory data (ωB97M-V/def2-TZVPD) for C15H26N4OS in the gas phase.

HOMO level, eV: -8.406
Gap between HOMO and LUMO, eV: 9.080
Total energy, eV: -34819.86403
Structure (SMILES): CSc1ncc(CN2CCN(C(C)C)[C@H](CCO)C2)cn1
Max |F|, eV/A: 0.55
Net charge: 0

Each line ends with the natural charge from an NBO analysis.
Geometry (Å):
C  6.296  2.165  -1.395  -0.730
H  5.469  2.853  -1.253  0.230
H  6.695  1.856  -0.435  0.231
H  7.070  2.614  -2.008  0.226
S  5.708  0.701  -2.294  0.287
C  4.509  0.121  -1.178  0.240
N  4.314  0.806  -0.057  -0.489
C  3.391  0.344  0.766  0.094
C  2.645  -0.801  0.503  -0.158
C  2.954  -1.437  -0.701  0.095
N  3.870  -0.988  -1.533  -0.459
H  2.453  -2.349  -1.005  0.197
C  1.547  -1.279  1.411  -0.233
N  0.229  -0.728  1.105  -0.466
C  0.154  0.714  1.254  -0.229
C  -1.295  1.166  1.082  -0.209
N  -1.778  0.748  -0.215  -0.474
C  -1.745  -0.696  -0.377  -0.037
C  -0.272  -1.105  -0.206  -0.239
H  0.296  -0.605  -1.008  0.191
H  -0.158  -2.183  -0.333  0.205
C  -2.761  -1.470  0.511  -0.464
H  -3.059  -0.843  1.352  0.212
H  -3.653  -1.661  -0.088  0.210
C  -2.301  -2.804  1.103  -0.057
O  -1.491  -2.654  2.239  -0.751
H  -0.848  -1.946  2.048  0.488
H  -3.181  -3.364  1.439  0.180
H  -1.797  -3.415  0.337  0.143
H  -1.985  -0.911  -1.422  0.211
C  -2.884  1.523  -0.751  -0.019
C  -3.090  1.229  -2.236  -0.617
H  -3.585  0.273  -2.386  0.199
H  -2.135  1.220  -2.754  0.218
H  -3.715  2.003  -2.675  0.216
H  -2.552  2.567  -0.666  0.188
C  -4.220  1.405  -0.001  -0.634
H  -4.665  0.424  -0.141  0.204
H  -4.084  1.582  1.063  0.208
H  -4.913  2.152  -0.383  0.212
H  -1.885  0.763  1.922  0.170
H  -1.336  2.256  1.136  0.207
H  0.776  1.230  0.504  0.178
H  0.507  0.984  2.252  0.201
H  1.779  -1.004  2.445  0.212
H  1.469  -2.369  1.351  0.216
H  3.255  0.913  1.678  0.195

---

[6]
Density functional theory data (ωB97M-V/def2-TZVPD) for C15H26N6O in the gas phase in a non-equilibrium geometry.

HOMO level, eV: -8.590
Gap between HOMO and LUMO, eV: 9.158
Total energy, eV: -26962.49561
Structure (SMILES): CC[C@@H](c1nnnn1C1CCCC1)N1CCC(C(N)=O)CC1
Max |F|, eV/A: 6.35
Net charge: 0

Each line ends with the natural charge from an NBO analysis.
Geometry (Å):
O  -0.849  -5.241  -0.001  -0.589
N  1.818  3.511  0.294  -0.047
N  1.110  3.625  -0.714  -0.079
N  1.261  2.635  1.150  -0.338
C  -0.023  -4.428  -0.095  0.703
C  0.207  2.216  0.542  0.380
N  1.144  -4.695  -0.905  -0.864
N  -0.540  -0.197  0.808  -0.451
N  0.027  2.773  -0.694  -0.208
C  -1.405  3.263  2.642  -0.605
C  0.654  -0.857  1.381  -0.217
C  -1.703  -1.109  0.743  -0.209
C  -0.839  1.246  1.073  -0.070
C  -1.150  1.743  2.489  -0.405
C  -0.481  3.750  -3.902  -0.398
C  -1.027  4.844  -2.992  -0.395
C  0.949  -2.217  0.676  -0.415
C  -1.495  -2.457  0.070  -0.398
C  -0.162  2.555  -3.044  -0.423
C  -1.565  4.035  -1.840  -0.410
C  -0.315  -3.151  0.599  -0.315
C  -0.880  2.739  -1.764  -0.061
H  1.934  -4.039  -0.869  0.394
H  1.229  -5.634  -1.157  0.400
H  -2.175  3.522  1.862  0.189
H  -0.490  3.858  2.605  0.225
H  -1.807  3.395  3.575  0.212
H  0.401  -1.005  2.467  0.159
H  1.475  -0.153  1.357  0.222
H  -2.148  -1.333  1.715  0.166
H  -2.363  -0.488  0.127  0.199
H  -1.743  1.466  0.528  0.195
H  -0.281  1.470  3.111  0.210
H  -1.998  1.279  2.952  0.205
H  -1.398  3.619  -4.449  0.196
H  0.368  4.125  -4.507  0.224
H  -1.692  5.531  -3.487  0.212
H  -0.151  5.438  -2.639  0.206
H  1.388  -1.912  -0.265  0.202
H  1.738  -2.863  1.075  0.214
H  -1.362  -2.296  -1.028  0.204
H  -2.308  -3.167  0.269  0.239
H  0.872  2.431  -2.972  0.236
H  -0.474  1.662  -3.608  0.218
H  -2.600  3.892  -2.150  0.206
H  -1.621  4.478  -0.842  0.228
H  -0.500  -3.408  1.608  0.223
H  -1.637  1.997  -1.596  0.232

---

What is the net charge in the fourth record?
0